(1)
A 13-piece molecular cluster, C4H34N2O13 overall in a non-equilibrium geometry. Source: the Open Molecules 2025 dataset; level of theory: wB97M-V/def2-TZVPD.

Calculated values
- Calculated total energy: -1260.3604 a.u.
- E_HOMO: -9.2 eV
- LUMO energy: 0.040 eV

```
! RIJCOSX wB97M-V def2-TZVPD def2/J DEFGRID3
* xyz 0 1
C -0.330 1.638 0.221
N -1.043 2.361 1.160
C -2.472 1.979 1.182
C -0.498 3.447 1.925
C 0.514 2.992 3.054
N 1.797 2.466 2.476
O -0.656 0.537 -0.154
H 0.700 2.049 0.171
H -2.841 2.035 2.194
H -2.596 0.869 1.048
H -3.130 2.483 0.434
H 0.051 4.179 1.309
H -1.235 4.070 2.450
H 0.785 3.730 3.780
H 0.072 2.101 3.633
H 1.390 1.729 1.875
H 2.511 3.163 2.100
H 0.310 -0.236 -5.154
H -0.060 -0.202 -3.727
O 0.299 -0.793 -4.369
H 2.773 -0.240 1.878
H 2.626 0.630 3.231
O 2.467 -0.250 2.789
H -3.197 -3.289 0.501
H -3.179 -1.719 0.004
O -3.342 -2.348 0.841
H 1.652 3.301 -2.394
H 2.312 2.065 -1.804
O 1.438 2.415 -1.954
H -4.831 -0.353 -1.865
H -3.614 -0.186 -2.825
O -3.901 -0.443 -1.928
H -0.055 -2.091 1.669
H 1.312 -1.447 1.577
O 0.729 -2.013 1.038
H -2.211 0.547 -1.802
H -0.824 1.182 -2.025
O -1.702 1.148 -2.413
H 2.913 -0.198 -0.611
H 1.555 -0.410 -0.030
O 2.403 0.013 0.161
H -1.399 -4.158 2.495
H 0.126 -4.474 2.232
O -0.535 -4.228 2.850
H 2.885 -2.002 -0.023
H 3.822 -1.800 1.198
O 3.735 -2.247 0.365
H 1.532 -2.322 -3.324
H 1.912 -3.570 -2.479
O 1.780 -2.599 -2.420
H -1.000 -3.545 -2.819
H -0.470 -2.827 -4.045
O -1.281 -3.136 -3.677
*
```

(2)
C4H6N2O in the gas phase. Source: the Open Molecules 2025 dataset; level of theory: wB97M-V/def2-TZVPD.

Calculated values
- Calculated total energy: -340.6571 a.u.
- E_HOMO: -7.3 eV
- LUMO energy: 0.403 eV
- SMILES: C=C1NC=C(O)N1

```
! RIJCOSX wB97M-V def2-TZVPD def2/J DEFGRID3
* xyz 0 1
C -0.972 1.567 -1.369
C -0.343 0.501 -0.580
N -0.020 0.971 0.612
C 0.542 -0.024 1.406
C 0.568 -1.139 0.622
O 0.999 -2.406 0.801
N 0.022 -0.812 -0.602
H -0.455 1.774 -2.313
H -2.032 1.367 -1.564
H -0.460 2.010 0.247
H 0.883 0.133 2.418
H 1.369 -2.487 1.689
H -0.101 -1.455 -1.368
*
```

(3)
C7H14OSi in the gas phase in a non-equilibrium geometry. Source: the Open Molecules 2025 dataset; level of theory: wB97M-V/def2-TZVPD.

Calculated values
- Calculated total energy: -639.7880 a.u.
- E_HOMO: -9.2 eV
- LUMO energy: 0.773 eV
- SMILES: C[Si]1(C)CCC=C1CO

```
! RIJCOSX wB97M-V def2-TZVPD def2/J DEFGRID3
* xyz 0 1
C -1.993 0.787 -0.228
Si -0.643 -0.550 -0.057
C -1.520 -2.170 -0.629
C 0.002 -0.931 1.743
C 1.289 -0.111 1.975
C 1.644 0.409 0.502
C 0.935 0.295 -0.638
C 1.326 1.127 -1.816
O 1.972 2.378 -1.587
H -2.918 0.365 0.300
H -1.671 1.740 0.064
H -2.316 0.901 -1.308
H -0.998 -3.106 -0.691
H -2.378 -2.375 -0.052
H -1.784 -1.896 -1.641
H -0.793 -0.602 2.556
H 0.260 -1.957 1.962
H 2.131 -0.769 2.316
H 1.043 0.841 2.566
H 2.508 1.040 0.484
H 0.401 1.342 -2.532
H 2.128 0.410 -2.436
H 1.376 2.831 -0.851
*
```

(4)
C5H12ClN3O2S in the gas phase in a non-equilibrium geometry. Source: the Open Molecules 2025 dataset; level of theory: wB97M-V/def2-TZVPD.

Calculated values
- Calculated total energy: -1370.6897 a.u.
- E_HOMO: -8.9 eV
- LUMO energy: -0.126 eV
- SMILES: [H]/N=C/[C@H](N(N)C(C)C)S(=O)(=O)Cl

```
! RIJCOSX wB97M-V def2-TZVPD def2/J DEFGRID3
* xyz 0 1
H -0.757 -3.539 0.651
N -0.755 -2.613 0.213
C -1.213 -1.570 0.762
C -1.324 -0.388 -0.085
N 0.025 0.803 0.189
N -0.045 1.875 -0.694
C 1.291 0.022 0.270
C 2.396 0.949 0.882
C 1.794 -0.504 -0.980
S -2.795 0.537 0.233
O -2.837 1.718 -0.551
O -2.990 0.655 1.650
Cl -4.281 -0.607 -0.720
H -1.786 -1.504 1.626
H -1.060 -0.535 -1.182
H -0.794 2.519 -0.510
H 0.060 1.628 -1.637
H 1.243 -0.941 0.937
H 3.203 0.940 0.137
H 1.876 1.915 0.972
H 2.873 0.611 1.826
H 2.765 -0.968 -0.807
H 2.055 0.244 -1.829
H 1.055 -1.249 -1.354
*
```

(5)
A 7-piece molecular cluster, C7H26O7 overall in a non-equilibrium geometry. Source: the Open Molecules 2025 dataset; level of theory: wB97M-V/def2-TZVPD.

Calculated values
- Calculated total energy: -808.8902 a.u.
- E_HOMO: -9.2 eV
- LUMO energy: 0.146 eV
- SMILES: C=C(CC)CCCO.O.O.O.O.O.O

```
! RIJCOSX wB97M-V def2-TZVPD def2/J DEFGRID3
* xyz 0 1
C -1.341 -0.141 -0.620
C -0.086 -0.364 -0.253
C 0.972 -1.001 -1.135
C 0.838 -0.752 -2.685
C 0.486 0.306 1.009
C 1.389 1.450 0.628
C 0.720 2.798 0.668
O 0.279 3.274 1.952
H -1.721 -0.496 -1.577
H -2.180 0.102 0.013
H 2.020 -0.817 -0.899
H 0.848 -2.069 -0.911
H 1.251 0.214 -2.969
H -0.217 -0.483 -2.760
H 1.060 -1.685 -3.183
H 0.959 -0.432 1.659
H -0.488 0.481 1.489
H 1.956 1.398 -0.290
H 2.111 1.590 1.428
H -0.049 2.946 -0.104
H 1.386 3.657 0.484
H -0.516 2.799 2.203
O -2.049 -3.205 0.532
H -1.409 -3.839 0.177
H -2.374 -3.704 1.292
O 4.278 2.382 0.920
H 3.649 2.743 0.287
H 3.730 2.316 1.707
O -4.034 -1.151 0.759
H -3.389 -1.802 1.004
H -4.296 -0.685 1.557
O 3.852 -1.183 1.124
H 4.185 -0.282 1.112
H 3.368 -1.466 1.894
O -3.267 2.475 -0.300
H -3.943 2.024 0.210
H -3.502 2.494 -1.223
O -1.265 -3.599 -1.916
H -2.221 -3.496 -1.825
H -0.992 -2.796 -1.459
*
```

(6)
C3H4S in the gas phase in a non-equilibrium geometry. Source: the Open Molecules 2025 dataset; level of theory: wB97M-V/def2-TZVPD.

Calculated values
- Calculated total energy: -514.8030 a.u.
- E_HOMO: -8.5 eV
- LUMO energy: 0.796 eV
- SMILES: CC#CS

```
! RIJCOSX wB97M-V def2-TZVPD def2/J DEFGRID3
* xyz 0 1
C -1.426 -0.206 0.029
C -0.002 -0.216 -0.044
C 1.212 -0.331 -0.140
S 2.870 -0.125 -0.135
H -2.052 -1.016 -0.447
H -1.582 0.826 -0.295
H -1.732 -0.111 1.201
H 2.712 1.179 -0.170
*
```

(7)
C34H35F17O28S as an isolated structure in a non-equilibrium geometry. Source: the Open Molecules 2025 dataset; level of theory: wB97M-V/def2-TZVPD.

Calculated values
- Calculated total energy: -5519.3107 a.u.
- E_HOMO: -10.7 eV
- LUMO energy: 0.156 eV

```
! RIJCOSX wB97M-V def2-TZVPD def2/J DEFGRID3
* xyz 0 1
O 1.585 1.559 0.687
S 0.427 1.427 1.503
O 0.547 0.595 2.643
O -0.201 2.845 1.870
C -0.644 3.333 0.559
C -1.538 2.163 0.183
C -2.088 2.007 -1.249
F -1.755 0.805 -1.763
F -3.430 2.030 -1.162
C -1.757 3.115 -2.270
F -2.024 4.322 -1.759
F -2.624 2.926 -3.288
C -0.311 3.015 -2.868
F -0.377 2.298 -4.008
F 0.488 2.329 -2.020
C 0.363 4.369 -3.135
F 0.556 4.939 -1.918
F -0.434 5.187 -3.845
C 1.775 4.319 -3.789
F 2.130 5.623 -3.901
F 2.663 3.737 -2.964
C 1.856 3.701 -5.222
F 0.662 3.756 -5.843
F 2.696 4.477 -5.943
C 2.444 2.259 -5.282
F 3.786 2.386 -5.276
F 2.098 1.514 -4.234
C 2.089 1.508 -6.591
F 2.786 0.357 -6.592
F 2.458 2.236 -7.654
F 0.788 1.218 -6.654
O -0.796 0.988 0.570
H -1.258 4.201 0.738
H 0.268 3.474 0.002
H -2.381 2.210 0.849
C -0.384 -2.502 2.774
C 0.693 -2.958 1.816
O 0.343 -4.335 1.597
C -0.971 -4.482 1.856
O -1.603 -5.460 1.616
O -1.479 -3.369 2.429
H -0.658 -1.462 2.644
H -0.116 -2.673 3.818
H 0.655 -2.428 0.862
H 1.695 -2.876 2.223
C 5.221 -4.821 1.649
C 4.508 -4.565 0.342
O 3.869 -3.300 0.583
C 4.559 -2.662 1.556
O 4.391 -1.531 1.871
O 5.466 -3.489 2.124
H 6.157 -5.355 1.524
H 4.597 -5.346 2.375
H 5.201 -4.452 -0.493
H 3.772 -5.326 0.099
C 8.241 -1.161 0.938
C 9.265 -1.865 1.803
O 8.867 -3.236 1.688
C 8.174 -3.379 0.540
O 7.829 -4.421 0.086
O 7.903 -2.178 -0.014
H 8.634 -0.283 0.433
H 7.341 -0.886 1.491
H 10.281 -1.761 1.419
H 9.242 -1.548 2.842
C -7.151 3.632 1.405
C -6.730 2.213 1.090
O -5.428 2.402 0.519
C -4.947 3.582 0.961
O -3.830 3.958 0.776
O -5.887 4.279 1.621
H -7.774 3.708 2.292
H -7.653 4.116 0.567
H -6.633 1.598 1.986
H -7.385 1.715 0.382
C -4.650 -6.842 3.819
C -3.374 -6.261 4.384
O -3.770 -5.902 5.717
C -4.829 -6.663 6.063
O -5.285 -6.726 7.158
O -5.302 -7.344 4.996
H -4.479 -7.642 3.105
H -5.288 -6.084 3.361
H -2.570 -6.996 4.442
H -3.022 -5.392 3.838
C 4.635 7.739 -6.225
C 5.064 6.318 -6.520
O 6.329 6.508 -7.159
C 6.828 7.707 -6.766
O 7.927 8.085 -6.985
O 5.889 8.412 -6.087
H 4.050 7.830 -5.313
H 4.082 8.189 -7.051
H 5.211 5.729 -5.613
H 4.380 5.792 -7.179
C -5.307 5.673 -4.613
C -6.134 4.759 -5.492
O -6.581 3.767 -4.559
C -6.555 4.307 -3.318
O -7.018 3.802 -2.350
O -5.927 5.505 -3.333
H -5.341 6.716 -4.917
H -4.265 5.357 -4.537
H -7.004 5.262 -5.917
H -5.562 4.299 -6.293
C -3.859 -8.498 9.891
C -3.530 -9.951 9.626
O -2.168 -9.879 9.190
C -1.622 -8.741 9.687
O -0.469 -8.476 9.645
O -2.577 -7.955 10.236
H -4.563 -8.361 10.707
H -4.235 -7.986 9.005
H -3.578 -10.564 10.528
H -4.154 -10.398 8.858
*
```

(8)
C18H24CaN6O6Se as an isolated structure in a non-equilibrium geometry. Source: the Open Molecules 2025 dataset; level of theory: wB97M-V/def2-TZVPD.

Calculated values
- Calculated total energy: -4559.4375 a.u.
- E_HOMO: -6.9 eV
- LUMO energy: -0.451 eV

```
! RIJCOSX wB97M-V def2-TZVPD def2/J DEFGRID3
* xyz 0 1
Ca -0.915 -0.369 0.004
C -0.800 0.950 4.746
N 0.297 1.249 3.836
C 1.209 2.289 4.276
C 0.316 0.702 2.623
O -0.528 -0.128 2.266
C 1.428 1.127 1.661
O 1.341 0.428 0.425
C 2.389 -0.427 0.032
C 1.871 -1.861 -0.181
O 0.707 -2.141 0.108
N 2.726 -2.760 -0.687
C 4.084 -2.442 -1.100
C 2.266 -4.109 -0.995
H -0.398 0.688 5.725
H -1.381 0.124 4.353
H -1.442 1.828 4.833
H 1.905 1.904 5.025
H 0.629 3.098 4.719
H 1.772 2.710 3.449
H 2.409 0.964 2.115
H 1.305 2.189 1.430
H 3.194 -0.430 0.771
H 2.800 -0.046 -0.907
H 4.488 -1.604 -0.540
H 4.130 -2.216 -2.168
H 4.718 -3.305 -0.905
H 1.222 -4.204 -0.716
H 2.857 -4.837 -0.441
H 2.380 -4.304 -2.063
N -2.200 2.899 2.081
C -1.885 3.690 0.878
C -0.996 2.848 -0.032
O 0.127 3.241 -0.354
O -1.504 1.713 -0.357
H -2.551 2.001 1.752
H -2.996 3.321 2.547
H -1.343 4.593 1.155
H -2.785 3.969 0.317
Se -5.817 2.366 0.791
C -4.752 0.962 0.622
N -4.020 0.049 0.534
O -2.701 -1.807 -0.295
C -3.859 -1.594 -0.279
N 1.295 -3.496 -5.745
C 0.601 -2.726 -5.250
C -0.231 -1.759 -4.592
C -1.209 -1.034 -5.270
C -1.957 -0.117 -4.557
C -1.703 0.052 -3.204
N -0.769 -0.647 -2.554
C -0.055 -1.536 -3.232
H -1.370 -1.194 -6.327
H -2.729 0.468 -5.035
H -2.250 0.776 -2.608
H 0.681 -2.107 -2.679
*
```

(9)
C6H8F3NO2 as an isolated structure in a non-equilibrium geometry. Source: the Open Molecules 2025 dataset; level of theory: wB97M-V/def2-TZVPD.

Calculated values
- Calculated total energy: -738.2304 a.u.
- E_HOMO: -9.5 eV
- LUMO energy: 0.760 eV

```
! RIJCOSX wB97M-V def2-TZVPD def2/J DEFGRID3
* xyz 0 1
C -1.209 0.385 0.906
C 0.602 0.243 -0.829
C -0.573 -0.679 -1.085
C 0.367 0.492 1.077
C -1.056 -0.845 -2.507
C 1.095 -0.552 1.850
N 0.681 1.817 1.543
O -1.970 1.015 1.618
O -1.597 -0.158 -0.230
F 0.725 -1.706 1.272
F 2.456 -0.616 1.745
F 0.790 -0.594 3.127
H 1.533 -0.166 -1.074
H 0.463 1.227 -1.205
H -0.199 -1.747 -0.777
H -1.857 -1.684 -2.619
H -0.191 -1.167 -2.996
H -1.540 0.061 -2.946
H 1.558 2.283 1.426
H -0.076 2.389 1.705
*
```

(10)
A 2-piece molecular cluster, C7H10O overall in a non-equilibrium geometry. Source: the Open Molecules 2025 dataset; level of theory: wB97M-V/def2-TZVPD.

Calculated values
- Calculated total energy: -347.9489 a.u.
- E_HOMO: -8.8 eV
- LUMO energy: 0.849 eV
- SMILES: Cc1ccccc1.O

```
! RIJCOSX wB97M-V def2-TZVPD def2/J DEFGRID3
* xyz 0 1
C 1.057 1.046 -1.943
C 0.494 0.203 -0.793
C 1.251 -0.802 -0.233
C 0.698 -1.825 0.542
C -0.676 -1.794 0.730
C -1.444 -0.748 0.254
C -0.884 0.258 -0.574
H 1.993 0.668 -2.335
H 0.353 1.077 -2.775
H 1.082 2.069 -1.555
H 2.331 -0.810 -0.348
H 1.371 -2.633 0.781
H -1.249 -2.621 1.135
H -2.494 -0.709 0.495
H -1.630 0.909 -1.008
O -0.818 1.533 2.473
H -0.868 2.268 1.817
H -0.569 1.909 3.336
*
```

(11)
C16H16N2O6S in the gas phase. Source: the Open Molecules 2025 dataset; level of theory: wB97M-V/def2-TZVPD.

Calculated values
- Calculated total energy: -1578.4767 a.u.
- E_HOMO: -8.1 eV
- LUMO energy: 0.573 eV
- SMILES: COc1ccccc1OCC(=O)OCC(=O)Nc1sccc1C(N)=O

```
! RIJCOSX wB97M-V def2-TZVPD def2/J DEFGRID3
* xyz 0 1
C 0.463 3.746 2.234
O 0.301 3.416 0.873
C -0.540 2.425 0.486
C -0.754 2.362 -0.894
C -1.615 1.443 -1.453
C -2.308 0.568 -0.634
C -2.085 0.592 0.728
C -1.190 1.487 1.303
O -0.973 1.465 2.680
C -0.532 0.245 3.218
C 0.853 -0.186 2.750
O 1.405 -1.192 3.104
O 1.358 0.685 1.871
C 2.523 0.328 1.143
C 2.123 -0.055 -0.280
O 2.707 0.321 -1.272
N 1.037 -0.860 -0.336
C 0.469 -1.237 -1.521
S 1.096 -0.731 -3.036
C -0.169 -1.595 -3.842
C -1.005 -2.233 -2.991
C -0.651 -2.039 -1.627
C -1.322 -2.540 -0.426
N -2.387 -3.348 -0.618
O -0.961 -2.237 0.710
H -0.500 3.870 2.733
H 1.049 2.994 2.766
H 1.002 4.694 2.235
H -0.213 3.064 -1.508
H -1.753 1.417 -2.523
H -3.012 -0.135 -1.052
H -2.609 -0.101 1.369
H -0.521 0.375 4.303
H -1.201 -0.593 2.977
H 3.023 -0.516 1.635
H 3.182 1.197 1.111
H 0.522 -1.229 0.475
H -0.215 -1.581 -4.913
H -1.846 -2.813 -3.326
H -2.665 -3.658 -1.530
H -2.845 -3.734 0.190
*
```

(12)
A 2-piece molecular cluster, C33H37N2O2 overall in a non-equilibrium geometry. Source: the Open Molecules 2025 dataset; level of theory: wB97M-V/def2-TZVPD.

Calculated values
- Calculated total energy: -1539.3795 a.u.
- E_HOMO: -9.7 eV
- LUMO energy: -5.770 eV

```
! RIJCOSX wB97M-V def2-TZVPD def2/J DEFGRID3
* xyz 1 1
C -3.637 2.517 2.928
O -3.305 1.473 3.856
C -2.168 0.822 3.549
O -1.462 1.134 2.604
C -1.897 -0.310 4.514
C -1.490 0.196 5.924
C -0.329 -0.695 6.364
C -0.101 -1.703 5.228
N -0.797 -1.141 4.071
C -0.865 -1.898 2.888
C -0.523 -1.475 1.613
C -0.756 -2.299 0.404
C -0.954 -3.800 0.704
C -1.830 -4.036 1.922
C -1.255 -3.338 3.143
H -4.598 2.894 3.272
H -2.880 3.305 2.957
H -3.717 2.116 1.913
H -2.851 -0.869 4.607
H -1.182 1.252 5.879
H -2.362 0.108 6.585
H 0.583 -0.103 6.489
H -0.553 -1.210 7.304
H 0.962 -1.850 4.993
H -0.510 -2.684 5.529
H -0.127 -0.473 1.461
H -1.652 -1.908 -0.092
H 0.053 -2.160 -0.320
H -1.367 -4.296 -0.181
H 0.037 -4.230 0.902
H -2.860 -3.706 1.737
H -1.877 -5.111 2.118
H -0.371 -3.908 3.480
H -2.001 -3.380 3.948
C -1.554 5.700 -3.094
N -0.746 4.797 -3.895
C -0.077 5.473 -4.993
C -0.303 3.557 -3.392
C -1.090 2.382 -3.537
C -0.644 1.166 -3.059
C 0.571 1.049 -2.347
C 1.126 -0.249 -2.027
C 2.219 -0.450 -1.099
C 2.966 -1.600 -1.535
C 4.219 -1.879 -1.004
C 4.680 -1.118 0.074
C 3.931 -0.022 0.541
C 2.719 0.341 -0.064
C 2.310 -2.153 -2.705
C 1.155 -1.345 -3.011
C 0.499 -1.567 -4.232
C 0.907 -2.639 -5.047
C 2.042 -3.407 -4.733
C 2.792 -3.116 -3.585
C 1.333 2.238 -2.155
C 0.920 3.449 -2.691
H -1.996 5.163 -2.249
H -0.954 6.539 -2.704
H -2.363 6.134 -3.699
H 0.511 4.756 -5.571
H -0.818 5.939 -5.659
H 0.588 6.275 -4.634
H -2.035 2.466 -4.071
H -1.214 0.267 -3.297
H 4.786 -2.699 -1.429
H 5.618 -1.389 0.557
H 4.321 0.565 1.373
H 2.202 1.263 0.228
H -0.266 -0.893 -4.602
H 0.358 -2.869 -5.956
H 2.348 -4.238 -5.378
H 3.716 -3.641 -3.337
H 2.327 2.177 -1.715
H 1.536 4.343 -2.563
*
```